Record 1
Density functional theory data (ωB97M-V with the def2-TZVPD basis set) for a molecular structure, C29H24Br2N6O4PdS2 at a distorted geometry.

Last column: Löwdin charge in e.
CARTESIAN COORDINATES (ANGSTROEM)
1 Pd 0.63667 1.36021 -0.85341  1.0237
2 C 3.29973 0.01643 0.97943  -0.0068
3 C 2.48057 -1.08626 0.40543  -0.2916
4 C 2.70925 -2.43556 0.74685  0.0289
5 C 1.93632 -3.42567 0.19485  0.0122
6 C 0.91093 -3.08672 -0.71258  -0.1733
7 C 0.05536 -4.02616 -1.35839  -0.5665
8 Br 0.22736 -5.86691 -1.00901  0.9213
9 C -0.91975 -3.61497 -2.24874  -0.1421
10 C -1.10883 -2.27171 -2.51646  -0.5672
11 Br -2.44389 -1.66842 -3.68317  0.9229
12 C -0.30006 -1.26034 -1.91201  -0.4100
13 O -0.45097 -0.04895 -2.18432  -0.0994
14 C 0.73622 -1.71425 -0.99541  -0.1608
15 N 1.51492 -0.76198 -0.44082  0.0816
16 H 3.14857 0.08515 2.05648  0.0917
17 H 3.01095 0.97386 0.52667  0.0497
18 H 4.36149 -0.17070 0.81360  0.1046
19 H 3.49759 -2.67878 1.44317  0.1327
20 H 2.10554 -4.46481 0.44163  0.0963
21 H -1.54029 -4.34151 -2.74982  0.1160
22 O 1.46219 4.55503 2.16680  -0.2327
23 S 0.51788 3.50111 2.04303  0.6947
24 O 0.81401 2.27770 2.76654  -0.3371
25 N 0.40341 3.05596 0.44318  -0.1532
26 C -0.84442 3.21368 -0.02022  -0.6020
27 O -1.12858 2.82639 -1.16319  0.0114
28 C -1.78985 3.75648 0.96878  -0.1582
29 C -3.15234 3.96097 0.79534  0.0268
30 C -3.89864 4.36243 1.89436  -0.0268
31 C -3.30351 4.53263 3.13672  -0.0252
32 C -1.93402 4.33953 3.30908  -0.0116
33 C -1.20204 3.95140 2.21406  -0.2005
34 H -3.60110 3.80992 -0.17553  0.1329
35 H -4.96015 4.51690 1.78835  0.1205
36 H -3.89895 4.81008 3.99247  0.1223
37 H -1.47080 4.49355 4.26915  0.1301
38 N 3.32375 2.93728 -1.32694  0.1384
39 C 3.04617 2.41919 -2.55035  -0.3673
40 C 3.99964 2.31981 -3.57859  0.0052
41 C 3.61965 1.77143 -4.78162  -0.0351
42 C 2.30400 1.34736 -4.97229  -0.0432
43 C 1.42327 1.46369 -3.91687  -0.1214
44 N 1.80241 1.95293 -2.73953  0.0423
45 H 4.19792 3.42342 -1.19617  0.1193
46 H 2.53743 3.27381 -0.77381  0.0701
47 H 5.00348 2.67287 -3.40639  0.1201
48 H 4.33433 1.68237 -5.58295  0.1213
49 H 1.96835 0.94716 -5.91418  0.1123
50 H 0.38102 1.17912 -4.00207  0.1114
51 N 0.23946 -0.28616 3.08570  0.1668
52 C -0.67892 -0.79889 2.28034  -0.6715
53 S -1.20278 0.14911 0.95363  1.0569
54 N -1.14303 -2.02768 2.52661  0.1065
55 C -1.95515 -2.88060 1.75947  -0.2419
56 C -2.86059 -2.43608 0.80251  -0.0496
57 C -3.60490 -3.35134 0.08067  -0.0533
58 C -3.46128 -4.71064 0.31148  -0.0520
59 C -2.56724 -5.15531 1.27588  -0.0704
60 C -1.82624 -4.24885 2.00785  -0.0166
61 H 0.49485 0.71221 2.98812  0.0397
62 H 0.50164 -0.74765 3.94252  0.1446
63 H -0.78664 -2.47959 3.36493  0.1700
64 H -3.00835 -1.37873 0.65083  0.0594
65 H -4.31679 -2.99843 -0.64777  0.1194
66 H -4.05284 -5.41983 -0.24505  0.1209
67 H -2.44777 -6.21111 1.45819  0.1192
68 H -1.14558 -4.59655 2.77295  0.1232

Output
* total energy: -7820.74405 Ha
* 2S+1: 5
* relative energy (zero: lowest compared OMol25 entry of this formula, charge and spin): 10.5 kJ/mol
* net charge: +2

Record 2
Density functional theory data (ωB97M-V with the def2-TZVPD basis set) for C5H9N3 in the gas phase at a distorted geometry.

Last column: Löwdin charge in e.
CARTESIAN COORDINATES (ANGSTROEM)
1 C 1.54944 0.52848 -0.18754  -0.1693
2 C -0.01791 0.56636 0.17290  -0.4152
3 C -0.61241 -0.34078 1.07145  -0.2670
4 C -1.66615 -1.07399 -0.85171  -0.0570
5 C -1.28204 1.44140 -0.08293  -0.0237
6 H 1.60642 -1.17083 -1.16734  0.0349
7 H 2.05022 -1.57631 0.57680  0.1246
8 H 1.83957 0.98691 -1.17256  0.1005
9 H 2.29843 1.12634 0.62268  0.1470
10 H -0.68580 0.12246 2.07810  0.1404
11 H 0.35833 -0.86903 1.38251  0.1060
12 H -2.29327 -1.59065 -1.52605  0.0966
13 H -2.03085 1.38568 0.61810  0.0756
14 H -0.90261 2.41012 -0.52634  0.1161
15 N 2.16527 -0.91685 -0.35513  -0.0470
16 N -1.47730 -1.30096 0.37526  0.0564
17 N -0.89935 0.27164 -1.02822  -0.0188

Output
* total energy: -359.96832 Ha
* relative energy (zero: lowest compared OMol25 entry of this formula, charge and spin): 601.1 kJ/mol
* SMILES: NC[C@]12CN=CN1C2

Record 3
Density functional theory data (ωB97M-V with the def2-TZVPD basis set) for 3 unconnected molecules or ions with the total composition C4H14NO2 at a distorted geometry.

Last column: Löwdin charge in e.
CARTESIAN COORDINATES (ANGSTROEM)
1 C 0.17552 -0.69915 0.89277  -0.1203
2 N -0.08554 0.61793 0.23921  0.0400
3 C 1.21522 1.36225 0.44802  -0.0834
4 C 2.21969 0.29670 -0.03926  -0.1351
5 C 1.53270 -1.05949 0.26185  -0.1409
6 H -0.69745 -1.32706 0.70615  0.1154
7 H 0.33157 -0.57014 1.96586  0.1374
8 H -0.17933 0.39309 -0.76355  0.1055
9 H -0.91561 1.11889 0.54579  0.1737
10 H 1.21473 2.27558 -0.11187  0.1273
11 H 1.30627 1.48355 1.52504  0.1344
12 H 3.14337 0.39773 0.53327  0.1190
13 H 2.50073 0.45767 -1.08316  0.1191
14 H 1.39749 -1.72130 -0.59892  0.1167
15 H 2.12854 -1.69970 0.92434  0.1222
16 H -0.67776 0.41884 -3.38264  0.0829
17 H -1.52929 -0.46237 -2.44616  0.0715
18 O -0.83934 0.21680 -2.44676  -0.0388
19 H -3.68114 -0.89032 1.75795  0.0618
20 H -3.53045 -0.41333 0.30238  0.0435
21 O -3.02967 -0.61178 1.09865  -0.0518

Output
* total energy: -365.81641 Ha
* relative energy (zero: lowest compared OMol25 entry of this formula, charge and spin): 37.6 kJ/mol
* net charge: +1